{"formula": "H3IP2S2", "method": "ωB97M-V/def2-TZVPD", "species": ["P", "P", "S", "S", "I", "H", "H", "H"], "coordinates": [[0.223140, 1.711343, 1.344830], [-1.021402, 0.026028, 0.637379], [-2.913481, 0.351538, 0.868783], [-0.432571, -1.781343, 1.753433], [2.268139, 1.087161, 0.361676], [-0.176691, 2.755606, 0.402643], [0.063849, -0.072399, -1.323585], [0.961034, -1.994811, 1.401943]], "atomic_forces_ev_per_a": [[-0.7, 0.9, 0.6], [1.2, -0.7, -2.0], [0.7, -0.2, -0.2], [1.5, 0.7, -1.0], [0.7, -0.2, -0.4], [0.1, -1.0, 0.3], [-1.4, -0.1, 2.4], [-2.1, 0.7, 0.3]], "nbo_charge": [0.09, 0.51, -0.43, -0.28, -0.02, 0.03, -0.09, 0.18], "multiplicity": 1, "e_tot_ha": -1778.5015, "charge": 0}